DFT (ωB97M-V/def2-TZVPD) results for a 6-piece molecular cluster, C6H20O6 overall in a non-equilibrium geometry.

Structure (XYZ):
```
32
Properties=species:S:1:pos:R:3:forces:R:3:lowdin_charge:R:1
C 0.517322 2.952584 -2.709280 -2.2808 2.6351 4.2906 0.034
C -0.351059 2.480662 -1.800788 0.0390 4.2203 0.3914 -0.237
C -0.906316 1.189425 -1.909486 -3.3271 -7.0163 1.2266 -0.212
C -1.589550 0.600450 -0.453971 3.8687 6.4754 -0.2100 -0.134
C -2.847071 1.486308 -0.203630 1.8733 1.0783 -0.9199 -0.189
C -2.864029 2.144772 1.163347 -1.9345 -2.1032 -1.2620 -0.236
O -3.724433 1.741213 1.914728 0.4806 0.8412 0.7236 0.037
H 0.796852 2.177828 -3.227791 2.4119 -3.2979 -3.8969 -0.005
H 0.871925 3.971924 -2.724371 0.1656 -0.1953 -0.2182 0.064
H -0.839664 3.193158 -1.056922 0.6958 -0.9514 -0.8490 0.125
H -0.228346 0.284988 -2.190497 -0.7104 2.0150 -0.0823 0.127
H -1.875872 1.107154 -2.596640 2.1630 0.4270 0.9963 0.144
H -1.973158 -0.306579 -0.393833 -0.8659 -4.5844 -0.6563 0.030
H -0.741198 0.653838 0.375320 -1.8247 0.1612 -1.5661 0.136
H -3.632714 0.817930 -0.280936 -1.9397 -1.2366 0.6863 0.078
H -3.047065 2.055029 -1.141172 0.5223 0.7096 1.0391 0.115
H -2.083967 2.814387 1.461301 0.7068 0.7847 0.2872 0.109
O 4.697927 -0.969715 2.076326 -0.9382 1.0566 -0.7094 -0.122
H 3.939374 -1.426401 1.632893 0.6497 0.8063 0.5522 -0.004
H 4.481762 -0.006396 1.907180 0.3534 -1.7691 0.2873 0.058
O 2.085436 -1.044143 0.928263 -0.4506 -1.3635 -0.5662 -0.084
H 1.912220 -1.987137 0.664442 0.3593 1.3127 0.2970 0.047
H 1.333235 -0.904364 1.514413 -0.0913 0.3326 0.1018 0.012
O 0.872490 -2.066266 -3.633250 -0.5183 -0.1630 1.5224 -0.057
H 1.679658 -1.804303 -4.065161 -0.2486 -0.0678 -0.9108 0.027
H 0.113166 -2.310548 -4.170075 0.7582 0.2472 -0.5897 0.036
O 2.247756 -3.720223 1.842952 -5.4997 2.5025 1.8087 0.047
H 2.799666 -4.059267 1.257942 4.2670 -2.6071 -3.5698 -0.023
H 2.543110 -3.715443 2.716661 1.2443 -0.1635 1.7794 0.038
O -0.694996 -1.627076 1.985765 0.5754 -1.8419 1.1238 -0.070
H -1.453238 -1.750928 2.567295 -0.5729 0.7658 -0.1511 0.047
H -0.224974 -2.440399 2.314527 0.0683 0.9894 -0.9560 0.061
```
Positions in Å, forces in eV/Å.

Properties
**Structure (SMILES)**: C=CCCCC=O.O.O.O.O.O
**HOMO energy**: -9.4 eV

***

DFT (ωB97M-V/def2-TZVPD) results for a 6-piece molecular cluster, C31H31B2N5O12 overall.

Structure (XYZ):
```
81
Properties=species:S:1:pos:R:3:forces:R:3:lowdin_charge:R:1
O 1.012230 -1.607538 3.970148 -0.0395 -0.0308 -0.0185 0.075
N -0.176226 -1.831795 4.087307 0.0847 -0.0831 0.0700 -0.339
O -0.637008 -2.822895 4.624426 0.0681 0.0836 -0.1058 0.054
C -1.117930 -0.847147 3.543012 -0.0786 0.1103 -0.0690 -0.153
C -0.619865 0.273371 2.901040 0.1381 0.1374 -0.1246 -0.012
C -1.505976 1.188929 2.358596 -0.0339 -0.1627 0.0897 -0.051
C -2.871791 0.976950 2.481241 -0.0239 -0.1011 0.0978 -0.047
C -3.354902 -0.145707 3.138880 0.0737 0.0895 -0.0538 -0.046
C -2.474656 -1.070946 3.674299 -0.1746 -0.1212 0.0548 -0.002
H 0.445002 0.430083 2.814494 0.0413 -0.1038 0.0669 0.121
H -1.137736 2.063625 1.846972 -0.0186 0.0428 -0.0198 0.109
H -3.563613 1.685801 2.057931 -0.0311 -0.0994 -0.0488 0.085
H -4.420205 -0.303910 3.231487 -0.0180 -0.0142 0.0098 0.110
H -2.843348 -1.948856 4.182127 0.0987 -0.0504 0.0211 0.115
O -2.196826 -0.290180 -2.992060 0.0171 0.0052 0.0507 0.072
N -1.605075 -0.257888 -1.929815 -0.0606 0.1017 -0.0367 -0.350
O -1.647616 0.672395 -1.147453 0.0007 -0.0295 -0.0374 0.070
C -0.776583 -1.417233 -1.572443 0.1047 -0.1307 0.0355 -0.146
C -0.674828 -2.472515 -2.461509 -0.0232 -0.1124 -0.1620 -0.001
C 0.126536 -3.551705 -2.128455 -0.0420 0.0570 0.1045 -0.077
C 0.811238 -3.564764 -0.920392 -0.0101 0.0002 0.0247 -0.064
C 0.689799 -2.501098 -0.037325 -0.0168 -0.0970 -0.0619 -0.050
C -0.109935 -1.417757 -0.362361 0.0858 0.1052 0.2118 0.002
H -1.206748 -2.454175 -3.400507 -0.0514 0.1041 0.0096 0.118
H 0.224698 -4.378988 -2.815000 0.0066 -0.0174 -0.0217 0.103
H 1.444716 -4.404390 -0.670867 0.0283 -0.0062 -0.0175 0.112
H 1.220931 -2.512435 0.904971 0.0060 0.0226 0.0178 0.107
H -0.203860 -0.588049 0.321566 -0.0942 0.0759 -0.0818 0.098
O 3.987595 -2.410793 -2.980314 -0.0217 -0.0467 -0.0410 0.089
N 3.311842 -3.056194 -3.754489 -0.0552 0.0062 0.2051 -0.339
O 2.760388 -4.105927 -3.476814 0.1097 -0.0276 -0.0659 0.052
C 3.132577 -2.531238 -5.114483 -0.0234 0.0623 -0.2083 -0.140
C 3.762095 -1.351621 -5.465550 0.0882 -0.0194 0.0077 0.002
C 3.600290 -0.873361 -6.755529 -0.0910 -0.0701 -0.0664 -0.059
C 2.816783 -1.568832 -7.665511 0.0006 0.0133 0.0043 -0.068
C 2.185149 -2.747037 -7.289318 0.0473 0.0844 -0.0200 -0.069
C 2.342058 -3.236553 -6.004506 -0.1194 -0.1378 -0.0524 -0.007
H 4.370347 -0.815648 -4.757391 0.0184 -0.0230 0.1066 0.100
H 4.092553 0.041142 -7.053344 0.0537 0.0236 0.0160 0.095
H 2.698665 -1.192830 -8.673102 -0.0075 0.0076 -0.0105 0.107
H 1.573112 -3.286266 -7.998552 -0.0149 -0.0193 -0.0021 0.107
H 1.857355 -4.153112 -5.705129 0.0487 -0.0100 0.1068 0.117
O 4.386216 1.538947 -4.612166 0.0582 0.1271 -0.0166 0.072
N 4.981236 2.204675 -5.437785 0.0223 -0.1281 0.0219 -0.341
O 5.963243 1.827092 -6.047252 -0.0669 0.0041 0.0056 0.079
C 4.469995 3.550487 -5.725193 -0.0493 0.1945 -0.0140 -0.146
C 3.367901 4.010750 -5.028669 -0.1494 -0.0111 0.1316 0.000
C 2.898474 5.286358 -5.292356 0.0568 0.0514 -0.0783 -0.063
C 3.529399 6.078014 -6.242315 0.0010 -0.0050 0.0019 -0.069
C 4.630627 5.594867 -6.935992 -0.0865 0.0255 0.0583 -0.064
C 5.109142 4.321369 -6.678490 0.1377 0.0427 -0.1351 -0.002
H 2.882226 3.388917 -4.292259 0.0731 -0.0908 -0.0033 0.121
H 2.040411 5.663394 -4.754412 -0.0203 -0.0078 0.0160 0.109
H 3.162097 7.075489 -6.442254 -0.0093 0.0118 -0.0080 0.108
H 5.119121 6.211635 -7.676838 0.0196 0.0004 -0.0172 0.109
H 5.966144 3.939560 -7.211841 0.0131 -0.1022 0.0576 0.120
O -3.927993 -2.734154 11.151468 -0.0068 -0.0116 -0.0587 0.074
N -4.006265 -2.887994 9.948370 -0.1146 0.0770 0.0671 -0.354
O -4.998817 -2.655435 9.285887 0.0502 -0.0074 0.0344 0.073
C -2.818011 -3.390949 9.244665 0.1407 -0.0650 -0.0932 -0.151
C -1.684015 -3.694030 9.974449 0.1209 -0.0205 0.1585 -0.007
C -0.572284 -4.181498 9.307247 -0.0208 -0.0024 -0.1105 -0.065
C -0.606339 -4.356674 7.930396 0.0140 -0.0013 0.0205 -0.062
C -1.752076 -4.041122 7.213454 -0.0062 -0.0649 0.1661 -0.068
C -2.868929 -3.554602 7.872457 -0.0567 -0.0068 -0.1645 0.000
H -1.664390 -3.554354 11.044278 -0.1122 0.0330 0.0168 0.118
H 0.321700 -4.425968 9.863536 0.0103 0.0027 0.0235 0.107
H 0.262741 -4.738661 7.412153 0.0135 0.0144 -0.0201 0.111
H -1.775055 -4.174264 6.145145 -0.0030 0.0000 -0.0635 0.087
H -3.764197 -3.307146 7.322925 -0.0748 0.0212 0.0936 0.117
B -4.461206 6.463483 1.385480 -0.0410 -0.2141 0.1748 0.007
C -4.864345 5.014508 1.767690 -0.0488 0.6013 -0.6358 -0.090
B -3.603612 4.108157 1.453684 0.0259 0.2752 0.4567 -0.709
O -3.578406 3.257279 0.379349 0.3719 0.1766 -0.2625 0.153
O -2.515987 4.138635 2.317108 0.2080 0.2151 -0.6591 0.135
H -3.760006 7.061393 2.145840 0.0631 0.0844 -0.0400 0.036
H -4.757205 6.985027 0.357366 -0.0197 -0.0443 -0.0623 0.031
H -5.699949 4.629250 1.196707 -0.2386 -0.0208 -0.0632 0.090
H -5.057797 5.001083 2.834580 0.1036 -0.2258 0.3016 0.102
H -3.537716 3.704255 -0.476523 -0.3373 -0.3728 0.1078 0.127
H -2.137298 5.029315 2.293827 -0.1125 -0.1745 0.6067 0.111
```
Positions in Å, forces in eV/Å.

Properties
**Structure (SMILES)**: O=[N+]([O-])c1ccccc1.O=[N+]([O-])c1ccccc1.O=[N+]([O-])c1ccccc1.O=[N+]([O-])c1ccccc1.O=[N+]([O-])c1ccccc1.BCB(O)O
**HOMO energy**: -9.8 eV

***

DFT (ωB97M-V/def2-TZVPD) results for C10H13AgN2O5S as an isolated structure.

Structure (XYZ):
```
32
Properties=species:S:1:pos:R:3:forces:R:3:lowdin_charge:R:1
Ag -0.541337 -0.279115 -0.634321 0.1465 -0.0143 0.0123 0.757
C 3.274932 1.368580 -1.121051 -0.0039 -0.1000 -0.1306 -0.006
C 2.865051 -0.003116 -1.545694 0.1057 -0.0581 0.2967 -0.364
N 1.765439 -0.625506 -1.174465 -0.3347 -0.0800 -0.4819 0.084
C 1.781548 -1.866737 -1.788854 0.0562 -0.0062 0.3249 -0.124
C 2.954517 -2.001593 -2.483085 -0.1662 0.0788 -0.0913 -0.081
N 3.612800 -0.812567 -2.318542 0.0652 0.1219 -0.0993 0.170
C 3.607545 -3.034457 -3.335538 0.3531 0.2868 0.0820 -0.503
O 3.020697 -4.190431 -3.414295 -0.4552 -0.1943 0.1054 0.138
O 4.655976 -2.755688 -3.883716 -0.1363 0.0022 0.0508 0.082
C 0.639474 -2.846399 -1.634536 -0.1362 -0.2890 0.1266 -0.587
O 0.822110 -4.012413 -2.048705 0.2778 0.4867 -0.1098 0.021
O -0.416233 -2.423736 -1.087694 0.2870 -0.0565 -0.1463 -0.114
H 2.565875 1.724715 -0.378646 -0.0103 0.0191 0.0222 0.061
H 3.290392 2.068182 -1.962208 -0.0204 -0.0891 0.0506 0.084
H 4.269574 1.358506 -0.674463 -0.0050 0.0071 0.0043 0.083
H 4.495212 -0.627613 -2.767681 0.1034 0.0069 -0.0151 0.169
H 2.149911 -4.172849 -2.871178 -0.0237 -0.1862 -0.0303 0.075
O -1.773398 1.527021 -0.477293 -0.0805 0.4043 0.0052 -0.654
S -1.657453 2.888133 0.176314 -0.0428 -0.1749 0.1285 0.969
C -2.583431 4.043510 -0.887297 0.0819 -0.0575 -0.0962 -0.305
C -1.582115 4.768498 -1.785014 -0.0068 0.0091 0.0302 -0.227
C -0.324840 4.957315 -0.937157 -0.0441 -0.0369 0.0092 -0.233
C -0.050613 3.591450 -0.316310 0.0026 -0.0050 -0.0127 -0.325
H -3.118035 4.723487 -0.221747 0.0492 -0.0148 -0.0163 0.091
H -3.301991 3.420123 -1.416970 -0.0511 0.0316 0.0158 0.096
H -1.982418 5.718926 -2.138538 -0.0185 -0.0386 -0.0010 0.116
H -1.353699 4.156712 -2.660747 -0.0065 0.0066 0.0403 0.120
H -0.507574 5.701119 -0.155693 0.0260 -0.0396 -0.0320 0.117
H 0.526948 5.302454 -1.525095 -0.0210 -0.0358 0.0305 0.118
H 0.615708 3.603307 0.546345 -0.0508 0.0027 -0.0493 0.090
H 0.316251 2.872949 -1.053151 0.0592 0.0129 -0.0233 0.083
```
Positions in Å, forces in eV/Å.

Properties
**HOMO energy**: -9.0 eV